Formula: C5H27N2O6
Source: OMol25
Level of theory: ωB97M-V/def2-TZVPD

Element x y z (Å)
N -0.36831 -0.40690 -1.17157
C -1.13514 0.51420 -2.11206
C -1.99271 -0.23767 -3.11657
C -1.88433 1.69700 -1.34620
N -1.09019 2.32370 -0.35411
C -1.77308 2.79681 0.91066
C -1.98923 1.78707 2.02134
H 0.46670 0.00973 -0.73676
H -1.00702 -0.73855 -0.44069
H -0.01731 -1.16090 -1.81715
H -0.36056 0.98489 -2.72673
H -1.85431 -1.31254 -3.16497
H -1.77417 0.19483 -4.08679
H -3.05486 -0.07682 -2.89072
H -2.17070 2.37928 -2.15608
H -2.77552 1.16816 -0.99865
H -0.57523 3.14097 -0.69496
H -1.17164 3.66358 1.18214
H -2.76318 3.17842 0.62188
H -2.72810 2.24675 2.68922
H -1.07065 1.53805 2.53729
H -2.61494 0.92432 1.76449
H 2.16774 -3.49114 1.33624
H 2.83635 -2.31025 0.83754
O 2.35929 -3.07511 0.49717
H 1.94440 -2.15909 3.66561
H 1.04141 -0.98079 3.72053
O 1.21923 -1.75630 3.17848
H 3.09502 0.21368 0.38749
H 3.83400 -0.57141 -0.68009
O 2.94989 -0.35657 -0.38953
H 1.96849 -1.71712 -1.57423
H 1.37842 -3.08890 -1.81962
O 1.32742 -2.19302 -2.11788
H 3.31613 1.16899 2.76446
H 2.86905 2.15327 1.68497
O 3.31347 1.29463 1.81604
H -0.15755 -2.01936 1.08626
H -0.80634 -3.32214 1.01100
O -0.95190 -2.40376 0.68255

Summary:
E   -20870.837 eV
2S+1   2
ΔE to the lowest compared entry with this formula, charge and spin   0.000 eV
Net charge   +2
Gap between HOMO and LUMO (alpha / beta)   10.56 / 5.24 eV

Formula: C4H11N2O
Source: OMol25
Level of theory: ωB97M-V/def2-TZVPD

Element x y z (Å)
C -1.41932 -0.59478 0.33437
C -0.61675 -1.83961 0.56775
C 0.61338 -1.99124 0.08354
N -1.25790 -2.82562 1.36456
H -1.81652 -0.21511 1.27929
H -2.27101 -0.82158 -0.32053
H -0.78367 0.17744 -0.12087
H 1.15806 -2.91723 0.24880
H 1.08237 -1.15632 -0.42444
H -2.24376 -2.92538 1.17038
H -0.80018 -3.72277 1.34149
N 0.76854 3.33830 -0.18006
C 1.14461 2.33981 -1.24102
O 0.73518 1.11603 -0.90355
H 0.70140 2.77657 0.65594
H 1.44824 4.08090 -0.09600
H 0.68851 2.71110 -2.19081
H 2.25876 2.42423 -1.38415

Summary:
E   -9353.403 eV
ΔE to the lowest compared entry with this formula, charge and spin   1.087 eV
Net charge   -1
Gap between HOMO and LUMO   6.52 eV

Formula: C26H39N2O4P2Ti
Source: OMol25
Level of theory: ωB97M-V/def2-TZVPD

Element x y z (Å)
C 3.27637 -0.00733 -2.75674
C 2.46068 -0.32472 -1.63628
N 1.10260 -0.01561 -1.70694
C 0.56917 0.34564 -2.89130
C 1.32451 0.39091 -4.06259
C 2.70988 0.25738 -3.98963
C 3.00909 -0.85659 -0.44445
P 1.91657 -1.36704 0.86633
Ti -0.19420 -0.26695 0.09752
P -1.75981 1.01857 -1.48908
C -0.94612 0.52223 -3.01925
O 5.13032 2.34587 0.68707
O 2.38195 3.10393 3.88126
H 4.35462 -0.04150 -2.61180
H 0.80222 0.49271 -5.01204
H 3.32455 0.33971 -4.88922
C 1.99347 -3.18170 0.72678
C 2.63609 -0.99168 2.48904
H -1.21332 1.27207 -3.78124
H -1.38313 -0.44771 -3.30035
H 4.55498 1.58542 0.55094
H 4.05029 -1.20635 -0.54352
C -3.44795 0.47241 -1.52803
C -1.83003 2.85466 -1.61286
H -0.72005 1.53382 0.28788
H 1.84923 2.30810 3.65148
H 2.80447 3.36763 3.03300
H 4.54419 3.12352 0.48085
H -0.58322 -1.75769 -0.49983
H -0.53568 2.14157 -0.17437
H 3.02548 -3.46844 0.94172
H 1.32119 -3.77104 1.35985
H 1.75437 -3.42493 -0.31167
H 3.64077 -1.41288 2.61439
H 2.67174 0.09367 2.63903
H 2.01491 -1.40515 3.29599
H -2.43062 3.11082 -2.48922
H -2.26715 3.27151 -0.69117
H -0.81012 3.25409 -1.72461
H -3.92995 0.91533 -2.41007
H -3.45594 -0.62282 -1.57943
H -3.95735 0.78676 -0.60803
C -5.83850 2.01444 1.42731
C -4.52650 2.10797 2.16337
C -3.72004 3.22630 1.95370
C -2.51012 3.37796 2.62396
C -2.07224 2.37872 3.47609
C -2.83851 1.21939 3.64913
N -2.31351 0.26904 4.52628
C -2.33771 -1.11649 4.44015
C -2.37988 -1.89126 5.61164
C -2.55620 -3.27386 5.53988
C -2.62655 -3.90713 4.29088
C -2.51472 -3.16143 3.12424
C -2.35010 -1.78108 3.19519
C -2.12910 -1.03333 1.92216
O -2.89989 -1.16826 0.95338
O -1.06425 -0.26284 1.86589
C -4.10898 1.09429 3.04156
C -4.98740 -0.08392 3.31399
H -5.88374 1.14037 0.76318
H -6.69362 1.95425 2.11311
H -5.99236 2.90410 0.80427
H -4.06807 3.99854 1.26083
H -1.89614 4.26710 2.48046
H -1.11667 2.46135 4.00006
H -1.85118 0.63440 5.35873
H -2.36045 -1.39018 6.58127
H -2.63500 -3.86002 6.45429
H -2.76738 -4.98645 4.23600
H -2.53534 -3.63176 2.13914
H -4.68379 -0.94848 2.70965
H -4.96554 -0.37296 4.37097
H -6.02958 0.12415 3.05273

Summary:
E   -80456.745 eV
2S+1   2
ΔE to the lowest compared entry with this formula, charge and spin   0.000 eV
Gap between HOMO and LUMO (alpha / beta)   6.81 / 6.66 eV